No. 1
Formula: C30H48P2ScTe
Source: the Open Molecules 2025 dataset
Level of theory: ωB97M-V/def2-TZVPD

E_HOMO (spin up / spin down), eV: -10.29 / -9.14
Relative energy (zero: lowest compared OMol25 entry of this formula, charge and spin), kcal/mol: 47.8
Orbital gap (spin up / spin down), eV: 7.15 / 5.30

```
! wB97M-V def2-TZVPD RIJCOSX def2/J DEFGRID3
* xyz 1 1
Sc -1.411 -0.242 0.916
C -1.075 2.323 1.220
C -2.256 1.966 0.515
C -2.271 0.879 2.586
C -1.030 1.594 2.440
C -3.025 1.083 1.345
C -0.266 3.559 0.964
H -0.387 3.970 -0.056
H 0.811 3.318 1.097
H -0.500 4.405 1.666
C 0.025 1.841 3.473
H 1.060 1.726 3.089
H -0.083 1.149 4.315
H -0.032 2.869 3.898
C -2.586 -0.131 3.641
H -3.255 0.316 4.406
H -1.674 -0.481 4.161
H -3.097 -1.016 3.216
C -4.212 0.330 0.867
H -5.072 0.928 1.189
H -4.299 -0.678 1.313
H -4.264 0.247 -0.234
C -2.744 2.611 -0.735
H -3.670 3.169 -0.519
H -2.957 1.853 -1.500
H -2.018 3.323 -1.150
C 1.709 0.809 -0.614
C 1.439 1.898 -1.358
C 0.410 2.065 -2.446
C -0.245 0.821 -3.078
C -1.255 0.063 -2.293
C -1.118 -0.922 -1.347
C 0.150 -1.320 -0.510
C 1.443 -0.618 -0.988
H 0.869 2.610 -3.292
H 0.528 0.189 -3.527
H -0.378 2.746 -2.072
H 1.454 -0.770 -2.065
H 2.277 0.920 0.329
H 1.914 2.846 -1.052
H 2.264 -1.192 -0.527
H 0.214 -1.311 0.663
H -1.937 -1.646 -1.224
H 0.271 -2.430 -0.543
H -0.797 1.236 -3.943
H -2.265 0.252 -2.675
P 1.173 -3.538 -2.389
P -0.803 -5.503 -1.240
C 1.287 -5.289 -3.095
C 0.673 -6.291 -2.103
H 2.351 -5.483 -3.311
H 0.753 -5.302 -4.058
H 0.317 -7.230 -2.573
H 1.370 -6.606 -1.308
C -1.392 -7.077 -0.478
H -2.388 -6.904 -0.047
H -0.695 -7.390 0.302
H -1.456 -7.864 -1.245
C -1.904 -5.779 -2.732
H -1.638 -6.757 -3.181
H -1.801 -4.980 -3.485
H -2.947 -5.824 -2.374
C 2.871 -3.600 -1.671
H 3.141 -2.665 -1.165
H 3.579 -3.785 -2.496
H 2.929 -4.426 -0.946
C 1.516 -2.622 -3.960
H 0.785 -2.953 -4.720
H 2.544 -2.857 -4.290
H 1.413 -1.534 -3.814
Te 3.467 3.410 2.327
C 3.037 5.192 3.283
C 2.925 5.178 4.697
C 2.460 6.326 5.344
C 2.152 7.475 4.593
C 2.364 7.515 3.206
C 2.817 6.374 2.538
H 3.185 4.239 5.181
H 2.340 6.319 6.429
H 1.748 8.348 5.102
H 2.175 8.429 2.645
H 2.996 6.295 1.469
*
```



No. 2
Formula: C19H38ClF5Ge2SSi3Ti
Source: the Open Molecules 2025 dataset
Level of theory: ωB97M-V/def2-TZVPD

E_HOMO (spin up / spin down), eV: -11.13 / -11.14
Expectation value of S²: 0.76
Relative energy (zero: lowest compared OMol25 entry of this formula, charge and spin), kcal/mol: 0.0
Orbital gap (spin up / spin down), eV: 7.28 / 7.31

```
! wB97M-V def2-TZVPD RIJCOSX def2/J DEFGRID3
* xyz 1 2
Ti -0.104 2.638 0.219
F 6.312 3.771 -0.311
C 5.022 4.024 -0.346
C 4.119 3.207 0.297
F 4.521 2.135 0.956
C 2.783 3.465 0.141
F 1.901 2.560 0.664
C 2.247 4.453 -0.642
S 0.538 4.562 -1.028
C 3.172 5.344 -1.143
F 2.700 6.365 -1.831
C 4.552 5.131 -1.054
F 5.416 5.913 -1.655
C -3.025 1.470 2.709
Ge -2.363 3.245 2.704
C -3.344 4.737 1.845
C -2.137 3.781 4.560
C -0.532 3.413 1.993
H -3.640 1.398 3.602
H -2.255 0.728 2.773
H -3.663 1.214 1.838
H -4.386 4.828 2.206
H -3.431 4.731 0.734
H -2.801 5.639 2.075
H -3.133 3.828 5.031
H -1.732 4.818 4.506
H -1.504 3.158 5.158
H 0.109 2.945 2.726
H -0.242 4.434 1.957
Cl -0.758 0.490 -0.450
C 0.399 -1.103 -4.226
Si 1.242 -1.935 -2.852
C 2.512 -0.762 -2.215
C 1.829 -3.679 -3.105
Ge -0.215 -2.169 -0.964
Si -2.325 -3.251 -1.559
C -2.941 -2.633 -3.206
C -3.580 -3.199 -0.180
C -1.548 -4.902 -1.854
Si 0.565 -2.477 1.300
C -0.785 -3.139 2.353
C 1.289 -0.974 2.090
C 1.807 -3.888 1.187
H 1.181 -0.834 -4.946
H -0.086 -0.183 -3.839
H -0.399 -1.680 -4.668
H 3.397 -0.768 -2.853
H 2.782 -1.033 -1.175
H 2.208 0.285 -2.138
H 2.590 -3.788 -3.867
H 1.007 -4.299 -3.494
H 2.126 -4.207 -2.200
H -3.464 -1.679 -3.076
H -3.642 -3.411 -3.552
H -2.130 -2.446 -3.900
H -4.019 -2.202 -0.015
H -3.024 -3.419 0.712
H -4.334 -3.933 -0.265
H -0.915 -4.929 -2.785
H -2.219 -5.739 -2.012
H -0.904 -5.234 -1.053
H -1.561 -2.436 2.733
H -0.391 -3.630 3.231
H -1.354 -3.930 1.878
H 0.600 -0.191 2.308
H 2.149 -0.612 1.518
H 1.595 -1.353 3.061
H 1.415 -4.709 0.528
H 2.033 -4.370 2.151
H 2.769 -3.584 0.716
*
```



No. 3
Formula: C4H9N2O2Si
Source: the Open Molecules 2025 dataset
Level of theory: ωB97M-V/def2-TZVPD

E_HOMO, eV: -12.43
Orbital gap, eV: 8.33

```
! wB97M-V def2-TZVPD RIJCOSX def2/J DEFGRID3
* xyz 1 1
C 0.186 1.351 -1.386
C -0.762 0.479 -0.883
C 0.615 -0.618 0.794
C -0.666 -0.413 0.338
N -1.602 -0.186 -1.668
N -1.723 -1.232 0.703
O 1.788 -0.166 0.232
O 1.082 -1.351 1.905
Si 1.619 1.707 -0.185
H -1.791 0.311 -2.504
H -1.954 -1.117 -1.324
H 2.320 0.103 1.074
H -1.532 -1.598 1.693
H -2.654 -0.889 0.804
H 0.389 -1.932 2.233
H 2.973 1.835 -0.691
H 0.094 1.739 -2.381
H 1.617 1.980 1.246
*
```



No. 4
Formula: CH3FO4PS
Source: the Open Molecules 2025 dataset
Level of theory: ωB97M-V/def2-TZVPD

E_HOMO, eV: -4.75
Relative energy (zero: lowest compared OMol25 entry of this formula, charge and spin), kcal/mol: 15.5
Orbital gap, eV: 8.37

```
! wB97M-V def2-TZVPD RIJCOSX def2/J DEFGRID3
* xyz -1 1
C -0.025 -0.007 -0.086
O -1.225 -1.989 -3.088
O -1.343 -2.486 -0.557
O 2.399 -1.954 -2.105
O -0.378 -0.145 -1.454
F 0.856 -4.095 -1.864
P -0.764 -1.740 -1.709
S 1.302 -2.521 -1.296
H 1.093 0.194 0.004
H -0.188 -0.876 0.415
H -0.363 1.027 0.225
*
```



No. 5
Formula: C9H16N3O
Source: the Open Molecules 2025 dataset
Level of theory: ωB97M-V/def2-TZVPD

E_HOMO, eV: -12.70
Relative energy (zero: lowest compared OMol25 entry of this formula, charge and spin), kcal/mol: 86.2
Orbital gap, eV: 9.20

```
! wB97M-V def2-TZVPD RIJCOSX def2/J DEFGRID3
* xyz 1 1
C -3.633 0.261 0.278
C -2.330 0.741 -0.441
N -1.429 1.190 0.646
N -0.185 1.493 -0.090
C 0.978 0.922 0.081
C 2.081 1.620 -0.505
C 3.343 1.123 -0.444
C 3.577 -0.137 0.075
C 2.487 -0.824 0.504
N 1.219 -0.330 0.588
C 0.241 -1.256 0.988
C -0.111 -2.244 -0.195
O -0.198 -1.312 -1.295
H -3.915 1.104 0.956
H -4.454 0.254 -0.433
H -3.597 -0.782 0.759
H -1.860 -0.006 -1.052
H -2.561 1.566 -1.070
H -1.821 2.063 1.136
H -0.116 2.255 -0.634
H 1.675 2.577 -0.801
H 4.184 1.687 -0.793
H 4.498 -0.459 0.358
H 2.714 -1.727 1.031
H -0.680 -0.688 1.121
H 0.497 -1.715 1.943
H -1.148 -2.504 0.043
H 0.636 -3.057 -0.600
H -0.094 -1.815 -2.152
*
```



No. 6
Formula: C23H47ClIN2O8P2S
Source: the Open Molecules 2025 dataset
Level of theory: ωB97M-V/def2-TZVPD

E_HOMO, eV: -11.10
Orbital gap, eV: 6.54

```
! wB97M-V def2-TZVPD RIJCOSX def2/J DEFGRID3
* xyz 1 1
C 0.502 -0.212 4.894
C 1.155 -1.603 4.357
C 1.483 -1.383 2.774
Cl 2.475 -2.797 2.075
C 0.093 -1.168 2.022
C -0.852 -2.426 1.950
N -0.515 -3.725 2.565
C -2.240 -2.362 1.206
C -2.619 -0.996 0.591
C -1.617 0.202 0.720
S -2.180 1.775 -0.117
N -0.337 0.092 1.415
C 0.618 1.267 1.490
C 1.703 0.992 0.300
C 2.781 2.165 0.148
I 4.309 1.405 -1.261
H -0.569 -0.128 4.465
H 1.136 0.684 4.561
H 0.438 -0.196 6.048
H 0.373 -2.412 4.538
H 2.093 -1.900 4.934
H 2.192 -0.489 2.740
H 0.176 -4.228 1.967
H -1.363 -4.309 2.529
H -2.907 -3.294 1.138
H -3.609 -0.871 0.015
H -2.603 2.568 0.968
H 1.130 1.296 2.525
H 0.094 2.271 1.374
H 2.267 0.027 0.555
H 1.101 0.817 -0.668
H 3.354 2.407 1.103
H 2.357 3.132 -0.311
O -5.474 1.980 3.564
P -6.742 1.208 3.948
O -6.521 1.269 5.590
C -6.580 2.524 6.248
C -8.001 3.046 6.330
O -6.124 -0.311 3.690
C -5.018 -0.497 2.822
C -3.710 -0.450 3.595
O -8.221 0.393 4.257
C -9.433 0.983 3.801
C -9.330 1.615 2.427
H -5.932 3.250 5.748
H -6.189 2.377 7.257
H -8.365 3.335 5.338
H -8.060 3.923 6.978
H -8.675 2.276 6.719
H -5.033 0.238 2.012
H -5.125 -1.481 2.355
H -3.663 0.395 4.283
H -2.862 -0.393 2.913
H -3.600 -1.350 4.206
H -9.779 1.714 4.534
H -10.182 0.186 3.771
H -8.613 2.445 2.424
H -10.299 2.004 2.112
H -8.985 0.883 1.691
O 5.783 0.671 -5.807
P 6.487 -0.577 -6.350
O 5.491 -0.815 -7.654
C 5.479 0.146 -8.697
C 6.741 0.077 -9.535
O 5.775 -1.662 -5.316
C 5.242 -1.229 -4.072
C 3.769 -0.884 -4.204
O 7.397 -1.925 -6.901
C 8.768 -1.733 -7.231
C 9.507 -0.813 -6.280
H 5.342 1.152 -8.289
H 4.614 -0.073 -9.326
H 7.605 0.431 -8.962
H 6.653 0.700 -10.427
H 6.946 -0.952 -9.843
H 5.819 -0.388 -3.676
H 5.358 -2.050 -3.359
H 3.564 -0.259 -5.074
H 3.412 -0.368 -3.310
H 3.178 -1.795 -4.334
H 8.846 -1.367 -8.257
H 9.240 -2.720 -7.212
H 9.085 0.199 -6.298
H 10.560 -0.745 -6.555
H 9.431 -1.180 -5.252
*
```



No. 7
Formula: C11H21N5O
Source: the Open Molecules 2025 dataset
Level of theory: ωB97M-V/def2-TZVPD

E_HOMO, eV: -8.97
Relative energy (zero: lowest compared OMol25 entry of this formula, charge and spin), kcal/mol: 0.0
Orbital gap, eV: 9.72

```
! wB97M-V def2-TZVPD RIJCOSX def2/J DEFGRID3
* xyz 0 1
C -4.199 -0.166 -0.337
C -3.604 -1.565 0.007
C -2.685 -1.398 1.143
C -1.855 -2.657 1.491
N -0.878 -3.063 0.412
C 0.303 -2.395 0.039
N 1.236 -3.271 -0.172
C 2.469 -2.812 -0.348
O 3.572 -3.647 -0.475
N 2.782 -1.521 -0.204
C 1.709 -0.799 -0.061
N 1.758 0.551 0.068
C 2.983 1.350 0.009
C 2.488 2.867 -0.027
C 1.174 3.219 -0.808
C 0.890 4.679 -1.261
N 0.475 -1.170 0.097
H -3.725 0.287 -1.233
H -5.317 -0.229 -0.540
H -4.138 0.560 0.590
H -4.437 -2.286 0.321
H -3.110 -1.992 -0.871
H -2.007 -0.514 0.959
H -3.367 -1.180 1.975
H -2.466 -3.468 1.689
H -1.340 -2.450 2.440
H -0.514 -4.087 0.500
H 4.242 -3.155 -0.027
H 0.876 1.044 -0.095
H 3.657 1.042 -0.748
H 3.451 1.095 0.972
H 2.305 3.221 0.996
H 3.320 3.519 -0.443
H 0.301 2.915 -0.286
H 1.042 2.560 -1.748
H -0.230 4.694 -1.355
H 1.295 5.480 -0.585
H 1.546 4.744 -2.085
*
```



No. 8
Formula: C28H29BN13SSn
Source: the Open Molecules 2025 dataset
Level of theory: ωB97M-V/def2-TZVPD

E_HOMO, eV: -15.98
Relative energy (zero: lowest compared OMol25 entry of this formula, charge and spin), kcal/mol: 0.0
Orbital gap, eV: 5.56

```
! wB97M-V def2-TZVPD RIJCOSX def2/J DEFGRID3
* xyz 3 1
Sn -0.428 0.388 -0.198
C 2.748 3.178 1.401
C 1.708 2.295 1.624
N 1.378 1.669 0.473
N 2.204 2.151 -0.479
C 3.027 3.057 0.050
B 2.250 1.551 -1.885
N 0.932 1.857 -2.614
C 0.779 2.501 -3.773
C -0.568 2.525 -4.101
C -1.193 1.863 -3.060
N -0.277 1.457 -2.163
N 2.346 0.029 -1.723
C 3.317 -0.792 -2.133
C 2.966 -2.094 -1.814
C 1.733 -1.985 -1.190
N 1.367 -0.692 -1.137
H 3.243 3.815 2.113
H 1.221 2.049 2.547
H 3.769 3.554 -0.554
H 3.174 1.984 -2.489
H 1.626 2.907 -4.302
H -1.020 2.951 -4.979
H -2.237 1.661 -2.919
H 4.192 -0.417 -2.639
H 3.532 -2.986 -2.017
H 1.085 -2.755 -0.804
C -4.875 1.764 -1.889
C -3.662 1.484 -1.058
N -3.039 0.375 -0.987
N -3.489 -0.696 -1.672
C -2.876 -1.886 -1.582
N -3.418 -2.916 -2.199
S -1.431 -2.102 -0.712
C -3.107 2.543 -0.201
C -3.806 3.719 0.013
C -3.259 4.712 0.814
C -2.028 4.492 1.395
C -1.396 3.283 1.150
N -1.905 2.332 0.371
H -4.974 1.097 -2.744
H -4.844 2.776 -2.286
H -5.780 1.669 -1.282
H -4.329 -0.621 -2.232
H -4.306 -2.864 -2.679
H -2.963 -3.818 -2.169
H -4.780 3.873 -0.427
H -3.791 5.639 0.980
H -1.559 5.234 2.026
H -0.439 3.077 1.576
C -0.166 -0.449 4.446
C -0.639 -0.056 3.212
N 0.006 -0.401 2.087
C 1.110 -1.141 2.143
C 1.648 -1.588 3.342
C 0.992 -1.216 4.511
C 2.916 -2.337 3.372
C 3.259 -3.403 2.648
C 2.401 -4.174 1.728
C 2.962 -5.169 0.928
C 2.090 -5.886 0.119
N 0.786 -5.647 0.112
C 0.328 -4.690 0.905
N 1.087 -3.943 1.693
H -0.685 -0.145 5.344
H -1.531 0.546 3.113
H 1.603 -1.361 1.206
H 1.392 -1.518 5.471
H 3.642 -1.949 4.079
H 4.258 -3.806 2.768
H 4.023 -5.373 0.945
H 2.442 -6.679 -0.529
H -0.739 -4.501 0.914
*
```



No. 9
Formula: C17H13N4OPt
Source: the Open Molecules 2025 dataset
Level of theory: ωB97M-V/def2-TZVPD

E_HOMO (spin up / spin down), eV: -10.07 / -11.34
Expectation value of S²: 6.05
Orbital gap (spin up / spin down), eV: 6.82 / 4.31

```
! wB97M-V def2-TZVPD RIJCOSX def2/J DEFGRID3
* xyz 1 5
Pt -0.410 0.410 -0.772
C -3.530 -2.945 0.779
C -3.261 -2.511 -0.547
C -1.883 -2.128 -0.900
C -0.997 -2.028 0.379
C -1.242 -2.913 1.369
C -2.541 -3.238 1.777
N -0.032 -1.096 0.427
C 1.158 -1.030 1.237
C 1.512 -1.524 2.464
C 2.869 -1.259 2.849
C 3.635 -0.260 2.387
C 3.246 0.627 1.381
C 1.946 0.315 0.927
N 1.186 1.168 0.147
N 1.511 2.413 -0.102
C 0.719 2.914 -1.054
C 0.985 4.111 -1.748
C 0.355 4.340 -2.932
C -0.573 3.482 -3.540
C -0.932 2.380 -2.809
N -0.318 2.147 -1.608
H -4.611 -3.084 0.973
H -4.102 -2.252 -1.211
H -1.495 -3.031 -1.553
H -0.378 -3.355 1.871
H -2.869 -3.723 2.709
H 0.856 -2.077 3.146
H 3.359 -1.874 3.591
H 4.648 -0.184 2.818
H 3.733 1.552 1.027
H 1.535 4.801 -1.102
H 0.531 5.245 -3.496
H -1.043 3.801 -4.433
H -1.708 1.642 -3.070
O -1.855 -0.835 -1.382
*
```



No. 10
Formula: C4H14N3
Source: the Open Molecules 2025 dataset
Level of theory: ωB97M-V/def2-TZVPD

E_HOMO, eV: -13.99
Relative energy (zero: lowest compared OMol25 entry of this formula, charge and spin), kcal/mol: 40.7
Orbital gap, eV: 11.02

```
! wB97M-V def2-TZVPD RIJCOSX def2/J DEFGRID3
* xyz 1 1
C -0.344 -2.060 0.958
N -0.757 -0.857 0.279
C 0.241 0.405 0.335
C 1.606 0.080 -0.066
N 0.160 0.902 1.591
C -0.508 1.247 -0.755
N -0.424 0.586 -2.090
H -0.028 -1.601 1.951
H -1.238 -2.672 0.912
H 0.537 -2.624 0.426
H -0.851 -0.845 -0.817
H -1.685 -0.555 0.662
H 2.151 -0.206 0.858
H 1.624 -0.714 -0.773
H 2.070 0.930 -0.572
H -0.691 1.467 1.654
H 1.059 1.324 1.973
H -0.276 2.308 -0.784
H -1.499 1.158 -0.462
H 0.198 1.120 -2.642
H -1.345 0.607 -2.640
*
```